Formula: C31H47LaNO4P2
Source: the OMol25 dataset
Level of theory: ωB97M-V with the def2-TZVPD basis set

Geometry as XYZ:
```
86
C31H47LaNO4P2 ωB97M-V with the def2-TZVPD basis set
La -0.0874 -0.3119 0.5916
C -0.4453 -2.8910 1.6356
C 0.8788 -2.7876 1.1059
C 0.8280 -1.6440 3.1038
C -0.4585 -2.1905 2.8722
C 1.6642 -1.9979 2.0115
C -1.6117 -3.6101 1.0458
H -1.2990 -4.2832 0.2382
H -2.3902 -2.9288 0.6493
H -2.0873 -4.2190 1.8302
C -1.5955 -2.1136 3.8170
H -2.3019 -2.9379 3.6897
H -2.1643 -1.1861 3.6844
H -1.2489 -2.1281 4.8571
C 1.2351 -0.8893 4.3186
H 0.5655 -1.1088 5.1625
H 1.1689 0.1961 4.1434
H 2.2692 -1.1122 4.6189
C 3.0998 -1.6269 1.8689
H 3.6801 -1.9343 2.7530
H 3.2368 -0.5377 1.7712
H 3.5557 -2.0871 0.9869
C 1.4051 -3.4937 -0.0951
H 2.1573 -4.2473 0.1952
H 1.8999 -2.8259 -0.8253
H 0.6082 -4.0307 -0.6306
C -1.6123 0.6841 -4.8590
C -1.7680 -0.6573 -4.8600
C -0.9301 -1.6084 -5.6697
C 0.5674 -1.2472 -5.7059
C 1.1094 -0.6393 -4.4316
C 1.3471 0.6816 -4.3556
C 0.7348 1.7385 -5.2290
C -0.6706 1.4191 -5.7737
H -1.2917 -1.6192 -6.7126
H 0.7641 -0.5944 -6.5692
H -1.0497 -2.6414 -5.2915
H -0.5906 0.9228 -6.7580
H -2.3115 1.3206 -4.2858
H -2.6420 -1.1236 -4.3991
H -1.1457 2.3908 -5.9842
H 0.7012 2.6886 -4.6697
H 2.1047 1.1059 -3.6992
H 1.3942 1.9436 -6.0894
H 1.1409 -2.1563 -5.9240
H 1.4654 -1.3559 -3.6727
P -1.7858 -0.1241 -1.5245
P 2.0165 1.0711 -0.7893
C -0.6830 1.2294 -2.1997
C 0.5408 1.9746 -1.5813
H -1.3978 1.9904 -2.5414
H -0.3320 0.7182 -3.0981
H 0.9918 2.5905 -2.3795
H 0.1652 2.6679 -0.8105
C 2.8529 2.3920 0.1464
H 3.6841 1.9427 0.7175
H 2.1487 2.8333 0.8734
H 3.2529 3.1823 -0.5127
C 3.3380 0.4335 -1.8861
H 3.8422 1.2123 -2.4789
H 2.9275 -0.3231 -2.5722
H 4.0906 -0.0795 -1.2646
C -3.4895 -0.0942 -2.0582
H -4.0359 -0.8028 -1.4173
H -3.6664 -0.3502 -3.1012
H -3.9030 0.9054 -1.8646
C -0.8569 -1.6412 -2.1010
H 0.2156 -1.6907 -1.8181
H -0.8534 -1.6666 -3.1991
H -1.3528 -2.5628 -1.7519
O -0.0384 2.6296 2.0143
C -0.6994 1.8902 2.7796
O -1.1775 0.7214 2.3978
C -0.9973 2.2780 4.1995
C -0.8570 3.6252 4.6084
C -1.0370 3.9819 5.9460
C -1.3341 2.9948 6.9021
C -1.5215 1.6549 6.5013
C -1.3589 1.3131 5.1593
N -1.2757 3.3112 8.2832
O -1.0927 4.5132 8.5966
O -1.3920 2.3886 9.1256
H -0.6034 4.3654 3.8625
H -0.9070 5.0161 6.2640
H -1.7735 0.9076 7.2476
H -1.5247 0.2756 4.8648
```

Properties
LUMO level = -2.79 eV
Kohn-Sham gap = 0.273 hartree
Energy above the lowest of the compared OMol25 structures with the same formula, charge and spin = 1.349 eV
Charge = +1
Electronic energy = -2279.131467 Ha

Atomic partial charges in e from the Mulliken method, atoms 1 to 2: 1.11 0.05

Formula: C31H47N4Tl
Source: the OMol25 dataset
Level of theory: ωB97M-V with the def2-TZVPD basis set

Geometry as XYZ:
```
83
C31H47N4Tl ωB97M-V with the def2-TZVPD basis set
Tl -0.4335 -1.6439 -0.9886
C 2.0719 -3.9091 -1.4423
C 2.5468 -3.4696 -0.0590
N 1.7715 -2.3405 0.4776
C 1.2390 -2.5210 1.8358
C 0.2115 -3.6442 1.9256
N -0.8486 -3.5331 0.9135
C -1.1133 -4.7590 0.1441
C 0.0731 -5.1900 -0.7113
N 0.6188 -4.0890 -1.5171
H 2.6172 -4.8225 -1.7089
H 2.3403 -3.1473 -2.1797
H 3.6055 -3.2133 -0.1374
H 2.4938 -4.3056 0.6394
H 2.3391 -1.5027 0.4753
H 0.7682 -1.5758 2.1232
H 2.0318 -2.7278 2.5649
H -0.2053 -3.6370 2.9351
H 0.7089 -4.6083 1.8167
H -1.7136 -3.2475 1.3560
H -1.9668 -4.5532 -0.5067
H -1.3953 -5.5971 0.7915
H -0.2650 -6.0103 -1.3478
H 0.8657 -5.6045 -0.0871
H 0.3549 -4.1975 -2.4882
C -3.1824 0.8882 -2.9687
C -2.1072 -0.0339 -3.4745
C -2.3623 -1.3910 -3.6669
C -1.3866 -2.2389 -4.1765
C -0.1253 -1.7451 -4.4875
C 0.1426 -0.3948 -4.2939
C -0.8413 0.4502 -3.7946
H -2.7583 1.7295 -2.4186
H -3.8867 0.3646 -2.3220
H -3.7535 1.3026 -3.8015
H -3.3455 -1.7835 -3.4330
H -1.6212 -3.2821 -4.3514
H 0.6298 -2.3963 -4.9102
H 1.1068 0.0097 -4.5783
H -0.6309 1.5073 -3.6730
C 4.1514 1.1490 -2.4011
C 3.3085 1.8273 -1.3567
C 3.6684 3.0801 -0.8315
C 2.9270 3.8012 0.1321
C 3.4159 5.1298 0.6386
C 1.7519 3.2569 0.5659
C 1.3254 1.9477 0.1026
C 2.1544 1.2728 -0.8755
N 0.2962 1.2563 0.4945
C -0.7507 1.6912 1.3873
C -1.4299 3.0252 0.9961
C -2.5373 3.3422 2.0072
C -1.9338 3.4721 3.4096
C -1.2826 2.1444 3.8087
C -2.3338 1.0324 3.8110
C -2.9326 0.9118 2.4074
C -3.5912 2.2335 2.0069
C -1.8187 0.5865 1.4112
C -0.1560 1.8015 2.8305
H 4.9285 1.8104 -2.7775
H 3.5370 0.8323 -3.2435
H 4.6373 0.2635 -1.9895
H 4.5810 3.5376 -1.2022
H 4.3209 5.4451 0.1242
H 3.6362 5.0738 1.7049
H 2.6582 5.8996 0.4945
H 1.1620 3.7937 1.2903
H 1.7933 0.3245 -1.2565
H -1.8503 2.9168 -0.0085
H -0.7243 3.8522 0.9634
H -2.9958 4.2885 1.7135
H -2.7226 3.7177 4.1229
H -1.2023 4.2852 3.4424
H -0.8326 2.2352 4.8001
H -3.1186 1.2687 4.5319
H -1.8825 0.0840 4.1181
H -3.6713 0.1079 2.3873
H -4.3859 2.4815 2.7132
H -4.0525 2.1461 1.0190
H -2.2376 0.4793 0.4046
H -1.3333 -0.3589 1.6797
H 0.3097 0.8472 3.0928
H 0.6182 2.5696 2.8561
```

Properties
LUMO level = -8.68 eV
Kohn-Sham gap = 0.184 hartree
Energy above the lowest of the compared OMol25 structures with the same formula, charge and spin = 0.328 eV
Charge = +2
Electronic energy = -1600.439280 Ha

Atomic partial charges in e from the Mulliken method, atoms 1 to 2: 1.14 -0.97

Formula: C31H47N6O8OsS2Si
Source: the OMol25 dataset
Level of theory: ωB97M-V with the def2-TZVPD basis set

Geometry as XYZ:
```
96
C31H47N6O8OsS2Si ωB97M-V with the def2-TZVPD basis set
Os -0.3512 -0.3743 -0.2128
O 0.9629 -0.0531 3.6344
C 0.8212 -0.0852 2.4400
O -0.3036 -0.3613 1.8104
C 1.9765 0.1805 1.5112
C 3.2438 0.4457 1.9767
C 4.2700 0.5989 1.0568
C 3.9804 0.5040 -0.2947
C 2.6787 0.2668 -0.6937
N 1.6976 0.1021 0.2015
H 3.3895 0.5193 3.0453
H 5.2826 0.7841 1.3897
H 4.7485 0.6086 -1.0481
H 2.4080 0.1990 -1.7387
N 5.3837 0.0727 -5.6156
C 4.0963 -0.0528 -5.1632
C 3.1698 0.9810 -5.3607
C 1.8835 0.8740 -4.8803
C 1.4999 -0.2741 -4.1865
C 2.4114 -1.3098 -3.9778
C 3.6977 -1.1996 -4.4621
S -0.1165 -0.4416 -3.5827
O -1.0218 0.2822 -4.4200
O -0.3305 -1.8190 -3.2683
N -0.1395 0.3089 -2.0796
C -0.1274 1.6467 -1.8221
N 0.2180 2.6069 -2.6585
C 0.1538 3.8393 -2.1527
C -0.2414 4.1105 -0.8492
C -0.5532 3.0328 -0.0458
N -0.4914 1.7922 -0.5205
H 5.6088 0.8109 -6.2569
H 5.9793 -0.7345 -5.6332
H 3.4718 1.8662 -5.9082
H 1.1650 1.6677 -5.0328
H 2.0925 -2.1970 -3.4454
H 4.4044 -2.0081 -4.3153
H 0.4505 4.6406 -2.8204
H -0.2981 5.1196 -0.4717
H -0.8755 3.1485 0.9824
C -7.4567 -1.2797 0.4034
C -6.6192 -2.1928 -0.4809
C -6.6643 -3.6244 0.0160
C -7.0715 -2.1030 -1.9277
O -5.2197 -1.7975 -0.4158
Si -4.5105 -0.3709 -0.2236
S -2.4057 -1.0763 -0.2630
O -4.7578 0.7667 -1.3314
C -4.4318 0.9854 -2.7330
C -3.2412 1.9226 -2.7540
C -4.1233 -0.3331 -3.4258
C -5.6515 1.6448 -3.3491
O -4.7153 0.1953 1.2669
C -4.6115 1.5202 1.8435
C -3.2400 2.0947 1.5091
C -5.7252 2.3936 1.2841
C -4.7757 1.3287 3.3383
H -8.4956 -1.6109 0.4020
H -7.4238 -0.2482 0.0377
H -7.0824 -1.2899 1.4283
H -7.6838 -4.0092 -0.0337
H -6.3218 -3.6756 1.0511
H -6.0196 -4.2561 -0.5972
H -8.0989 -2.4584 -2.0229
H -6.4291 -2.7119 -2.5656
H -7.0328 -1.0687 -2.2760
H -2.4016 1.4574 -2.2420
H -3.4907 2.8593 -2.2490
H -2.9404 2.1351 -3.7801
H -3.2934 -0.8557 -2.9435
H -3.8259 -0.1508 -4.4583
H -4.9957 -0.9861 -3.4149
H -5.9107 2.5515 -2.7998
H -6.5074 0.9683 -3.3182
H -5.4533 1.9067 -4.3899
H -3.1337 2.2212 0.4264
H -2.4524 1.4206 1.8595
H -3.1124 3.0672 1.9885
H -5.6466 2.4691 0.1989
H -5.6653 3.3957 1.7124
H -6.6989 1.9673 1.5333
H -3.9941 0.6739 3.7276
H -5.7455 0.8789 3.5553
H -4.7159 2.2906 3.8504
C 0.4970 -4.9217 -0.2485
N -0.2260 -4.2969 0.8642
C -0.9282 -5.1040 1.8718
C -0.2944 -2.9964 0.9215
O 0.3030 -2.2783 0.0576
H 0.4742 -5.9989 -0.1229
H 1.5293 -4.5788 -0.2631
H 0.0321 -4.6484 -1.1949
H -0.6820 -6.1484 1.7151
H -2.0057 -4.9782 1.7799
H -0.6180 -4.8200 2.8747
H -0.8575 -2.5626 1.7436
```

Properties
LUMO level (spin up / spin down) = -4.27 / -4.31 eV
Kohn-Sham gap (spin up / spin down) = 0.230 / 0.229 hartree
Charge = +1
Electronic energy = -3316.521513 Ha

Atomic partial charges in e from the Mulliken method, atoms 1 to 2: 3.12 -0.67

Formula: C31H47NO2P2S2Y
Source: the OMol25 dataset
Level of theory: ωB97M-V with the def2-TZVPD basis set

Geometry as XYZ:
```
86
C31H47NO2P2S2Y ωB97M-V with the def2-TZVPD basis set
Y 0.2401 -0.0539 -1.6987
C -0.5355 -2.7363 2.0440
C 0.8037 -2.5649 1.6106
C 0.5788 -1.5036 3.6420
C -0.6716 -2.0835 3.3076
C 1.4793 -1.7700 2.5751
C -1.5974 -3.5616 1.4326
H -1.2812 -3.9500 0.4621
H -2.5378 -3.0076 1.2917
H -1.8234 -4.4190 2.0902
C -1.8785 -2.0131 4.1546
H -2.7636 -2.3297 3.5961
H -2.0627 -0.9889 4.5139
H -1.7927 -2.6578 5.0452
C 0.9162 -0.7755 4.8781
H 1.4104 -1.4236 5.6147
H 0.0091 -0.3818 5.3352
H 1.5739 0.0731 4.6662
C 2.9070 -1.4055 2.5419
H 3.4891 -2.0186 3.2514
H 3.0331 -0.3518 2.8185
H 3.3311 -1.5481 1.5380
C 1.4345 -3.2289 0.4387
H 2.1051 -4.0380 0.7799
H 2.0595 -2.5297 -0.1432
H 0.6901 -3.6926 -0.2252
C -1.4813 0.4177 -4.3602
C -1.6605 -0.8946 -4.5425
C -0.6979 -1.8660 -5.1470
C 0.8147 -1.5622 -4.8975
C 1.1484 -0.8460 -3.6377
C 1.2714 0.5781 -3.5938
C 0.8027 1.4724 -4.7346
C -0.6010 1.1612 -5.3106
H -0.8164 -1.9201 -6.2478
H 1.1903 -0.9529 -5.7252
H -0.9259 -2.8733 -4.7568
H -0.4480 0.5582 -6.2096
H -2.2236 1.0333 -3.8374
H -2.6674 -1.3100 -4.4544
H -1.0708 2.1083 -5.6203
H 0.8438 2.5215 -4.3957
H 2.1468 0.9844 -3.0777
H 1.5566 1.3672 -5.5376
H 1.3319 -2.5388 -4.8420
H 1.7347 -1.4871 -2.9690
P -2.3812 0.0263 -1.0105
P 2.7897 1.5280 -0.2614
C -0.6614 2.1043 -1.6842
C 0.6780 2.4427 -1.2708
H -1.5158 2.5553 -1.1590
H -0.8555 1.7899 -2.7282
H 1.2979 2.8995 -2.0482
H 0.6642 2.9972 -0.3268
C 3.5728 3.1014 0.2438
H 4.0716 2.8977 1.2103
H 2.7852 3.8515 0.4235
H 4.3144 3.4681 -0.4911
C 4.0354 0.9727 -1.5066
H 4.4571 1.7907 -2.1137
H 3.5813 0.2169 -2.1752
H 4.8522 0.4712 -0.9522
C -3.9787 0.4253 -1.7670
H -4.7410 -0.3338 -1.5434
H -3.9239 0.6040 -2.8531
H -4.2910 1.3689 -1.3023
C -1.7085 -1.6418 -1.5024
H -0.6884 -1.9060 -1.0793
H -1.7520 -1.8238 -2.5910
H -2.3396 -2.3829 -1.0154
O 0.9547 3.5767 1.7778
S 0.8390 2.2720 2.3786
O 2.0242 1.7262 3.0059
N -0.0002 1.1605 1.3396
C -1.2499 0.9726 1.7676
S -2.4283 -0.1970 1.0450
C -1.5989 1.5954 3.0148
C -2.7350 1.4241 3.8188
C -2.7057 2.0006 5.0888
C -1.5753 2.6948 5.5635
C -0.4194 2.8216 4.7698
C -0.4681 2.2560 3.5149
H -3.5918 0.8846 3.4163
H -3.5957 1.9206 5.7162
H -1.5777 3.1498 6.5549
H 0.4999 3.3283 5.0680
```

Properties
LUMO level (spin up / spin down) = -3.82 / -4.65 eV
Kohn-Sham gap (spin up / spin down) = 0.141 / 0.111 hartree
Energy above the lowest of the compared OMol25 structures with the same formula, charge and spin = 11.018 eV
Charge = +1
Electronic energy = -2931.488015 Ha

Atomic partial charges in e from the Mulliken method, atoms 1 to 2: -1.51 0.81

Formula: C31H47NO3P2SSc
Source: the OMol25 dataset
Level of theory: ωB97M-V with the def2-TZVPD basis set

Geometry as XYZ:
```
86
C31H47NO3P2SSc ωB97M-V with the def2-TZVPD basis set
Sc 0.1418 1.5122 -2.2406
C -0.4691 -3.0135 2.5837
C 0.7701 -2.8991 1.8898
C 0.8705 -1.5622 3.7577
C -0.3919 -2.2113 3.7512
C 1.5974 -2.0086 2.6228
C -1.6518 -3.8068 2.1868
H -1.4229 -4.4613 1.3397
H -2.4938 -3.1600 1.8916
H -2.0097 -4.4293 3.0203
C -1.4083 -2.1030 4.8141
H -2.3301 -2.6164 4.5182
H -1.6560 -1.0555 5.0260
H -1.0445 -2.5535 5.7510
C 1.3355 -0.5647 4.7367
H 0.8485 -0.7190 5.7064
H 1.1101 0.4643 4.4110
H 2.4216 -0.6403 4.8689
C 2.9582 -1.5800 2.2587
H 3.5901 -1.4854 3.1503
H 2.9363 -0.6032 1.7547
H 3.4203 -2.3045 1.5801
C 1.1520 -3.5537 0.6198
H 2.1470 -4.0185 0.7012
H 1.2008 -2.8189 -0.2003
H 0.4278 -4.3286 0.3404
C -1.4895 1.1596 -3.3660
C -2.0702 -0.2336 -3.3191
C -1.0819 -1.3853 -3.6086
C 0.0737 -1.5584 -2.6237
C 0.9852 -0.3541 -2.4209
C 1.4254 0.4606 -3.4872
C 0.6824 0.7282 -4.7848
C -0.7130 1.4526 -4.6432
H -0.7082 -1.2943 -4.6371
H 0.6951 -2.4033 -2.9785
H -1.6420 -2.3299 -3.6081
H -1.2970 1.1666 -5.5353
H -2.2351 1.9266 -3.1178
H -2.7730 -0.2783 -4.1803
H -0.5656 2.5401 -4.7654
H 1.3189 1.3713 -5.4203
H 2.4549 0.8363 -3.4661
H 0.5681 -0.2000 -5.3740
H -0.3253 -1.8993 -1.6560
H 1.5870 -0.4442 -1.4956
P -3.5037 -0.7836 -2.0817
P 4.4774 2.9420 -0.1844
C 1.8579 3.0665 -1.6062
C 3.3452 3.1849 -1.7226
H 1.4744 3.6132 -0.7364
H 1.3485 3.4129 -2.5464
H 3.7439 2.4139 -2.4115
H 3.6208 4.1989 -2.0736
C 4.2857 4.5675 0.6394
H 4.6460 4.4552 1.6728
H 3.2303 4.8610 0.6641
H 4.8870 5.3292 0.1266
C 6.1349 3.2509 -0.9247
H 6.4811 4.2694 -0.7045
H 6.1497 3.0731 -2.0081
H 6.8293 2.5412 -0.4525
C -5.1857 -0.3212 -2.4177
H -5.7046 -1.1155 -2.9652
H -5.2209 0.5881 -3.0320
H -5.7172 -0.1224 -1.4754
C -3.2375 -2.4243 -1.4309
H -2.2462 -2.5318 -0.9639
H -3.3603 -3.1880 -2.2106
H -3.9764 -2.6389 -0.6470
O 0.0533 3.0444 0.9200
S -0.0832 1.6058 0.9174
O 1.1153 0.7800 0.8946
N -1.0534 1.0615 -0.4310
C -2.1789 0.5218 0.0061
O -3.1846 0.2090 -0.8415
C -2.3504 0.4728 1.4266
C -3.4527 0.0273 2.1936
C -3.5029 0.3708 3.5408
C -2.4489 1.0816 4.1473
C -1.3208 1.4504 3.4061
C -1.2766 1.1067 2.0592
H -4.2502 -0.5441 1.7130
H -4.3587 0.0577 4.1496
H -2.5245 1.3787 5.1983
H -0.4815 1.9931 3.8402
```

Properties
LUMO level (spin up / spin down) = -4.28 / -4.34 eV
Kohn-Sham gap (spin up / spin down) = 0.155 / 0.150 hartree
Energy above the lowest of the compared OMol25 structures with the same formula, charge and spin = 10.139 eV
Charge = +1
Electronic energy = -3331.043196 Ha

Atomic partial charges in e from the Mulliken method, atoms 1 to 2: -0.34 0.45